# 1
Formula: C6H9N4S
Source: the OMol25 dataset
Level of theory: ωB97M-V/def2-TZVPD

CARTESIAN COORDINATES (ANGSTROEM)
C 2.768 -0.262 0.353
N 1.543 0.384 -0.392
C 0.470 0.619 0.278
C -0.233 0.695 1.385
C -1.671 0.375 1.471
C -2.260 -0.567 0.334
S -3.524 -1.563 0.728
N -1.881 -0.462 -0.928
N -0.787 0.329 -1.404
N 0.240 -0.225 -2.167
C 1.384 -0.142 -1.702
H 2.787 0.073 1.426
H 2.535 -1.253 0.350
H 3.646 -0.034 -0.188
H 0.317 1.132 2.224
H -1.794 -0.096 2.443
H -2.327 1.343 1.368
H -2.383 -1.155 -1.523
H -1.024 1.275 -1.725
H 2.194 -0.465 -2.329

Results
F_max = 0.0764 Eh/bohr
SMILES string = C[N+]1=C=CCC(=S)NN/N=C\1
electronic energy = -850.79560 Eh
charge = +1

# 2
Formula: C5H8N2
Source: the OMol25 dataset
Level of theory: ωB97M-V/def2-TZVPD

CARTESIAN COORDINATES (ANGSTROEM)
C -1.365 1.389 1.579
C -0.404 0.491 0.833
C 0.754 -0.209 1.281
N 1.336 -0.890 0.309
N 0.607 -0.643 -0.774
C 0.981 -1.267 -2.015
C -0.443 0.168 -0.511
H -2.131 0.844 2.133
H -1.911 2.069 0.922
H -0.870 2.027 2.310
H 1.334 -0.184 2.187
H 0.517 -2.252 -2.101
H 2.067 -1.373 -2.024
H 0.663 -0.628 -2.839
H -1.135 0.457 -1.290

Results
F_max = 0.0144 Eh/bohr
SMILES string = Cc1cnn(C)c1
electronic energy = -304.81149 Eh

# 3
Formula: C8H6ClNOS
Source: the OMol25 dataset
Level of theory: ωB97M-V/def2-TZVPD

CARTESIAN COORDINATES (ANGSTROEM)
C 0.144 -2.121 2.389
O 1.345 -1.991 1.638
C 1.435 -1.128 0.595
C 2.662 -1.103 -0.057
C 2.908 -0.271 -1.137
C 1.925 0.580 -1.630
C 0.696 0.551 -0.993
S -0.720 1.498 -1.369
C -1.528 0.697 -0.047
Cl -3.170 1.108 0.295
N -0.884 -0.169 0.624
C 0.413 -0.272 0.122
H 0.335 -2.858 3.130
H -0.680 -2.448 1.744
H -0.161 -1.181 2.881
H 3.440 -1.752 0.308
H 3.870 -0.278 -1.618
H 2.115 1.237 -2.476

Results
F_max = 0.0240 Eh/bohr
SMILES string = COc1cccc2sc(Cl)nc12
electronic energy = -1296.82540 Eh

# 4
Formula: C35H49IMoO2P2S2Si2
Source: the OMol25 dataset
Level of theory: ωB97M-V/def2-TZVPD

CARTESIAN COORDINATES (ANGSTROEM)
Mo 0.376 0.489 0.438
I -0.888 0.500 2.864
C -0.990 -1.382 3.752
C -0.932 -1.273 5.111
C -1.126 -2.413 5.916
C -1.407 -3.596 5.314
C -1.480 -3.713 3.902
C -1.853 -4.961 3.352
C -1.998 -5.114 2.009
C -1.680 -4.040 1.166
C -1.270 -2.811 1.634
P -0.728 -1.755 0.220
C 0.411 -2.921 -0.616
C 0.233 -3.450 -1.890
C 1.142 -4.376 -2.392
C 2.223 -4.784 -1.631
C 2.389 -4.284 -0.343
C 1.488 -3.361 0.159
C -2.272 -1.633 -0.747
C -3.490 -1.713 -0.070
C -4.688 -1.670 -0.771
C -4.680 -1.546 -2.151
C -3.473 -1.435 -2.831
C -2.277 -1.464 -2.134
C -1.227 -2.594 3.048
H -0.753 -0.315 5.582
H -1.080 -2.325 6.993
H -1.599 -4.481 5.909
H -2.038 -5.788 4.029
H -2.323 -6.054 1.584
H -1.742 -4.208 0.098
H -0.617 -3.180 -2.496
H 0.989 -4.788 -3.381
H 2.928 -5.500 -2.030
H 3.210 -4.627 0.273
H 1.602 -3.002 1.174
H -3.513 -1.839 1.004
H -5.625 -1.748 -0.235
H -5.614 -1.528 -2.698
H -3.464 -1.332 -3.908
H -1.353 -1.375 -2.684
C 4.979 1.671 -0.404
Si 3.216 1.175 -0.645
C 2.198 2.596 0.071
C 2.937 0.863 -2.456
C 2.307 -0.175 0.387
Si 3.192 -0.262 2.127
C 4.952 -0.759 1.802
C 3.129 1.371 3.007
C 2.452 -1.585 3.194
H 5.168 2.454 -1.144
H 5.693 0.864 -0.585
H 5.172 2.083 0.587
H 1.704 3.203 -0.675
H 2.746 3.259 0.743
H 1.429 2.175 0.738
H 2.386 1.679 -2.924
H 2.390 -0.063 -2.644
H 3.903 0.788 -2.963
H 2.416 -1.176 -0.043
H 5.610 0.101 1.681
H 5.052 -1.391 0.915
H 5.313 -1.335 2.660
H 3.749 2.120 2.510
H 3.545 1.230 4.009
H 2.126 1.786 3.124
H 2.766 -2.577 2.858
H 1.366 -1.574 3.258
H 2.843 -1.457 4.209
C 0.196 5.403 -3.608
C 0.291 4.865 -2.202
C 0.238 5.927 -1.131
O -0.871 3.965 -2.031
P -1.270 2.779 -1.128
S -0.945 2.857 0.816
S -0.323 1.067 -1.737
O -2.796 2.626 -1.354
C -3.596 2.802 -2.595
C -4.919 2.145 -2.293
C -3.744 4.266 -2.932
H 1.124 5.918 -3.859
H -0.626 6.116 -3.695
H 0.043 4.598 -4.326
H 1.194 4.265 -2.109
H -0.691 6.493 -1.209
H 1.072 6.617 -1.267
H 0.305 5.496 -0.132
H -3.070 2.266 -3.387
H -5.453 2.715 -1.530
H -4.777 1.128 -1.937
H -5.530 2.123 -3.197
H -4.181 4.804 -2.089
H -4.421 4.351 -3.783
H -2.800 4.734 -3.203

Results
F_max = 0.0148 Eh/bohr
electronic energy = -3937.14816 Eh
charge = +2